1) A cluster of 2 separate species, C4H9O3 in total, computed with the ωB97M-V functional and the def2-TZVPD basis.

Properties
LUMO level: 3.40 eV
E_HOMO: -0.1280 hartree
frontier orbital gap: 6.9 eV

```
! wB97M-V def2-TZVPD RIJCOSX def2/J DEFGRID3
* xyz -1 1
C 0.19050 1.72314 -0.71404
C -1.23542 1.24874 -0.97645
C 0.47031 1.99152 0.79145
O 0.77746 0.98327 1.46069
O 0.35968 3.18400 1.17332
H 0.93356 0.98339 -1.01794
H 0.36077 2.64601 -1.24491
H -1.85349 1.18959 -0.07342
H -1.28755 0.19959 -1.27574
H -1.75822 1.81029 -1.74495
C 0.62061 -2.85731 0.90172
O 0.31875 -1.70434 0.12344
H 0.05276 -2.01323 -0.75377
H 1.00412 -2.45469 1.83672
H 1.32852 -3.49934 0.36931
H -0.28236 -3.43062 1.14457
*
```

=====

2) A cluster of 2 separate species, C4H9O3 in total, computed with the ωB97M-V functional and the def2-TZVPD basis.

Properties
LUMO level: 4.28 eV
E_HOMO: -0.1646 hartree
frontier orbital gap: 8.8 eV

```
! wB97M-V def2-TZVPD RIJCOSX def2/J DEFGRID3
* xyz -1 1
O -0.18098 -0.89529 -0.99218
C -0.67518 -1.45748 0.02067
O -1.01718 -0.93637 1.09904
C -0.84414 -2.97845 -0.08827
H -1.86868 -3.25951 0.13992
H -0.59941 -3.32003 -1.09249
H -0.21702 -3.47783 0.64213
C 0.01105 2.10626 -0.00976
O -0.10630 1.83936 -1.39256
C 1.39660 1.76640 0.52487
H -0.17095 3.17644 0.10812
H -0.72705 1.53225 0.55412
H -0.19128 0.86112 -1.48221
H 2.15209 2.35234 0.00477
H 1.45466 1.98780 1.59062
H 1.58375 0.70301 0.37321
*
```

=====

3) A cluster of 2 separate species, C4H9O3 in total, computed with the ωB97M-V functional and the def2-TZVPD basis.

Properties
LUMO level: 3.00 eV
E_HOMO: -0.1420 hartree
frontier orbital gap: 6.9 eV

```
! wB97M-V def2-TZVPD RIJCOSX def2/J DEFGRID3
* xyz -1 1
O -1.19318 -1.31587 1.03580
C -0.21756 -0.46164 0.62807
O 0.00153 0.55073 1.53612
C -0.68821 0.27097 -0.76448
C 0.50558 1.11778 -0.94974
C 0.89724 2.21605 -0.14602
H -0.96234 -0.54784 -1.41510
H 0.71709 -1.02172 0.44616
H -1.44839 0.98881 -0.44920
H 0.97963 1.16219 -1.93514
H 0.27973 3.09556 -0.29783
H 1.97269 2.30942 -0.26428
H 0.32838 1.28011 0.83901
H -0.81662 -2.34294 0.94251
H 0.01446 -3.65696 -0.04324
O -0.37001 -3.64466 0.83736
*
```

=====

Most stable structure: 2)

=====

1) The molecule C3H10N2O, computed with the ωB97M-V functional and the def2-TZVPD basis.

Properties
SMILES: NC[C@@H](N)CO
LUMO level: 0.93 eV
E_HOMO: -0.3475 hartree
frontier orbital gap: 10.4 eV

```
! wB97M-V def2-TZVPD RIJCOSX def2/J DEFGRID3
* xyz 0 1
N 0.27798 -2.14536 -0.11146
C 0.86507 -0.83617 0.13405
C -0.15185 0.22837 0.42456
N 0.35217 1.49445 0.98566
C -0.99998 0.55980 -0.79664
O -2.03706 1.46842 -0.49754
H 0.23231 -2.34102 -1.09482
H 0.78820 -2.90281 0.30549
H 1.43173 -0.48191 -0.74942
H 1.62400 -0.90181 0.91917
H -0.84274 -0.11089 1.20044
H 1.18244 1.34923 1.54735
H 0.72699 2.10663 0.27012
H -0.32629 0.93108 -1.59010
H -1.41254 -0.37323 -1.18602
H -1.71041 1.95522 0.23916
*
```

=====

2) The molecule C3H10N2O, computed with the ωB97M-V functional and the def2-TZVPD basis.

Properties
SMILES: NC[C@@H](N)CO
LUMO level: 0.81 eV
E_HOMO: -0.3422 hartree
frontier orbital gap: 10.1 eV

```
! wB97M-V def2-TZVPD RIJCOSX def2/J DEFGRID3
* xyz 0 1
N -2.02801 0.51758 0.82569
C -0.60166 0.92417 0.74502
C 0.17669 0.41080 -0.47459
N 1.52907 0.99914 -0.37610
C 0.19151 -1.12954 -0.46747
O 0.75388 -1.59390 -1.73017
H -2.04921 -0.45607 0.49388
H -2.27922 0.22099 1.77449
H -0.02614 0.78500 1.66302
H -0.68148 1.99093 0.53518
H -0.24936 0.71080 -1.42999
H 1.55385 1.46605 0.52747
H 2.28823 0.34675 -0.41811
H 0.78980 -1.54332 0.34137
H -0.83938 -1.47519 -0.50409
H 1.47142 -2.17419 -1.50559
*
```

=====

Most stable structure: 1)

=====

1) The molecule C3H10N2O, computed with the ωB97M-V functional and the def2-TZVPD basis.

Properties
SMILES: NCC(O)CN
LUMO level: 0.93 eV
E_HOMO: -0.3237 hartree
frontier orbital gap: 9.7 eV

```
! wB97M-V def2-TZVPD RIJCOSX def2/J DEFGRID3
* xyz 0 1
N -0.35827 -0.87983 -1.65756
C 0.53917 -1.11845 -0.53361
C 0.62057 0.15437 0.29421
O 1.61505 0.03025 1.35141
C -0.75319 0.64410 0.85913
N -1.64559 1.30062 -0.12487
H -0.72778 -1.74176 -2.03286
H 0.12416 -0.39899 -2.41114
H 0.06948 -1.89929 0.06429
H 1.59758 -1.41396 -0.79500
H 1.01429 0.99404 -0.35861
H 1.27173 -0.75585 1.83860
H -1.27868 -0.21439 1.35023
H -0.54387 1.35561 1.65823
H -1.73583 0.68405 -0.90654
H -1.12379 2.12282 -0.45978
*
```

=====

2) The molecule C3H10N2O, computed with the ωB97M-V functional and the def2-TZVPD basis.

Properties
SMILES: NCCNCO
LUMO level: 0.99 eV
E_HOMO: -0.3067 hartree
frontier orbital gap: 9.3 eV

```
! wB97M-V def2-TZVPD RIJCOSX def2/J DEFGRID3
* xyz 0 1
N -0.78595 0.81188 -1.43176
C -1.49218 0.15311 -0.33530
C -0.66887 -0.90420 0.35047
N 0.55230 -0.59141 1.10052
C 1.70444 -0.13412 0.30352
O 2.52906 0.78473 0.94597
H -1.38529 1.47965 -1.86341
H -0.40651 0.18501 -2.10981
H -2.39904 -0.35884 -0.68868
H -1.81051 0.90512 0.39242
H -1.30675 -1.36274 1.11447
H -0.45523 -1.69903 -0.38066
H 0.26465 -0.11199 1.93205
H 2.35134 -0.98845 0.11000
H 1.26916 0.25050 -0.61456
H 2.03937 1.58079 1.17476
*
```

=====

3) A cluster of 2 separate species, C3H10N2O in total, computed with the ωB97M-V functional and the def2-TZVPD basis.

Properties
SMILES: CN=O.CCN
LUMO level: -0.08 eV
E_HOMO: -0.3203 hartree
frontier orbital gap: 8.6 eV

```
! wB97M-V def2-TZVPD RIJCOSX def2/J DEFGRID3
* xyz 0 1
C -2.47477 0.08369 -0.19344
N -1.62937 -0.82368 0.57344
O -1.00753 -1.65816 -0.07256
H -2.62708 0.89657 0.43171
H -2.23420 0.17177 -1.20215
H -3.56334 -0.24600 -0.15726
C 0.61001 0.90860 0.51130
C 1.28662 -0.10887 -0.40651
N 2.34520 -0.94607 0.14107
H -0.02524 0.38742 1.12363
H 1.25901 1.39802 1.06834
H 0.07070 1.52052 -0.03751
H 1.64482 0.35362 -1.23677
H 0.45655 -0.73419 -0.93695
H 2.71500 -1.68880 -0.44446
H 1.92594 -1.28675 0.96654
*
```

=====

4) The molecule C3H10N2O, computed with the ωB97M-V functional and the def2-TZVPD basis.

Properties
SMILES: CNNCCO
LUMO level: 1.03 eV
E_HOMO: -0.2936 hartree
frontier orbital gap: 9.0 eV

```
! wB97M-V def2-TZVPD RIJCOSX def2/J DEFGRID3
* xyz 0 1
C -1.94559 -0.64113 -0.44495
N -0.89956 -1.09006 0.46277
N 0.37577 -1.24308 -0.24899
C 0.95390 0.04541 -0.58513
C 1.14398 0.99259 0.60616
O 1.26016 2.30916 0.10842
H -1.80871 0.41886 -0.65188
H -2.90204 -0.77284 0.05748
H -1.95359 -1.19076 -1.39247
H -1.12983 -2.03587 0.76522
H 0.99042 -1.70864 0.41723
H 1.90888 -0.15018 -1.07498
H 0.30573 0.54147 -1.30728
H 0.26477 0.90160 1.26097
H 2.03935 0.71090 1.18121
H 1.39641 2.91253 0.84619
*
```

=====

Most stable structure: 1)

=====

1) A cluster of 2 separate species, C3H10N2O in total, computed with the ωB97M-V functional and the def2-TZVPD basis.

Properties
SMILES: NC=O.CCN
LUMO level: 0.83 eV
E_HOMO: -0.3416 hartree
frontier orbital gap: 10.1 eV

```
! wB97M-V def2-TZVPD RIJCOSX def2/J DEFGRID3
* xyz 0 1
N -0.86731 2.59452 0.59226
C -0.64375 3.22650 1.76632
O 0.37419 3.78853 2.08813
H -0.15267 2.45443 -0.10767
H -1.76207 2.17735 0.40433
H -1.52417 3.17284 2.43701
C -0.33604 -0.87081 -0.64943
C 0.80085 -1.83736 -0.27832
N 0.87898 -2.89381 -1.27386
H -0.17910 0.13391 -0.27863
H -0.37532 -0.75018 -1.73694
H -1.26709 -1.31423 -0.30089
H 1.74104 -1.27030 -0.19236
H 0.61193 -2.32858 0.67224
H 1.45180 -3.67840 -0.97405
H 1.24872 -2.60441 -2.16814
*
```

=====

2) The molecule C3H10N2O, computed with the ωB97M-V functional and the def2-TZVPD basis.

Properties
SMILES: NC[C@H](N)CO
LUMO level: 0.93 eV
E_HOMO: -0.3549 hartree
frontier orbital gap: 10.6 eV

```
! wB97M-V def2-TZVPD RIJCOSX def2/J DEFGRID3
* xyz 0 1
N 1.94112 0.85814 0.01426
C 1.13521 -0.37870 -0.14942
C -0.30389 -0.14732 0.36821
N -1.09620 -1.38342 0.32521
C -0.98946 0.92586 -0.43664
O -2.29097 1.19453 0.08181
H 2.86475 0.52423 -0.25792
H 2.11098 1.05960 0.99607
H 1.11616 -0.54644 -1.22850
H 1.51019 -1.25633 0.38457
H -0.03451 0.11447 1.38835
H -0.61875 -2.03534 0.93811
H -1.04624 -1.77896 -0.60489
H -0.96107 0.56567 -1.46375
H -0.54946 1.91586 -0.40890
H -2.78784 0.36815 0.05342
*
```

=====

3) A cluster of 2 separate species, C3H10N2O in total, computed with the ωB97M-V functional and the def2-TZVPD basis.

Properties
SMILES: [H]/N=C\N.CCO
LUMO level: 0.57 eV
E_HOMO: -0.3370 hartree
frontier orbital gap: 9.7 eV

```
! wB97M-V def2-TZVPD RIJCOSX def2/J DEFGRID3
* xyz 0 1
H -5.14217 1.19920 0.88547
N -5.05897 0.18518 0.87214
C -4.04518 -0.23587 1.50175
N -2.88380 0.44853 1.77131
H -4.15957 -1.17941 2.03516
H -2.59578 1.15002 1.11418
H -2.21008 -0.13138 2.23629
C 2.92198 -0.57327 -0.28581
C 4.09905 -0.12572 -1.14445
O 3.87188 0.20316 -2.51603
H 3.33930 -0.82658 0.68848
H 2.16751 0.18678 -0.08130
H 2.51285 -1.46184 -0.76109
H 4.70390 -1.02858 -1.26990
H 4.74122 0.59088 -0.63100
H 3.13525 0.82441 -2.51007
*
```

=====

Most stable structure: 1)